(1)
{"formula": "C9H14", "method": "wB97M-V/def2-TZVPD", "e_above_lowest_kj_mol": 188.2, "e_homo_ev": [0.83, -3.14], "charge": -1, "spin_multiplicity": 2, "s2": 0.76, "gap_ev": [3.360, 7.119], "elements": ["C", "C", "C", "C", "C", "C", "C", "H", "H", "H", "H", "H", "H", "H", "H", "C", "C", "H", "H", "H", "H", "H", "H"], "coordinates": [[-2.57537, 0.05106, -0.63639], [-1.17998, 0.59503, -0.54665], [-0.29595, 0.40061, -1.66175], [-0.74731, 1.33876, 0.65549], [0.85826, 1.06177, -1.57354], [0.33746, 2.16299, 0.48819], [1.13027, 2.05744, -0.70169], [-3.11672, 0.69830, 0.06789], [-2.67366, -0.91580, -0.20193], [-0.57879, -0.33662, -2.45686], [-1.25767, 0.89993, 1.50934], [1.45552, 0.87009, -2.53826], [0.78022, 2.79323, 1.25162], [2.03016, 2.65540, -0.69741], [-2.96845, 0.25206, -1.59363], [0.61430, -2.14179, 0.56896], [1.53971, -1.37027, 1.53063], [0.34662, -3.16747, 1.08852], [-0.24845, -1.50979, 0.45351], [1.22475, -2.53408, -0.21555], [2.54340, -1.88040, 1.50809], [1.00924, -1.57967, 2.52391], [1.77243, -0.40075, 1.17750]], "mulliken_charge": [-1.46, 0.45, -0.65, -0.52, 0.03, -0.37, -0.77, 0.33, 0.27, 0.22, 0.38, 0.17, 0.32, 0.27, 0.43, -0.59, -0.81, 0.31, -0.08, 0.34, 0.32, 0.26, 0.15]}

(2)
{"formula": "C9H14", "method": "wB97M-V/def2-TZVPD", "e_above_lowest_kj_mol": 78.4, "e_homo_ev": -8.89, "charge": 0, "spin_multiplicity": 1, "gap_ev": 9.876, "smiles": "Cc1ccccc1.CC", "elements": ["C", "C", "C", "C", "C", "C", "C", "H", "H", "H", "H", "H", "H", "H", "H", "C", "C", "H", "H", "H", "H", "H", "H"], "coordinates": [[-0.46892, -3.73743, 0.08142], [1.37926, 0.09922, 0.14004], [1.16549, -0.66260, 1.30211], [0.52097, -0.20535, -0.91422], [0.42629, -1.81558, 1.29310], [-0.27454, -1.36120, -0.90920], [-0.12220, -2.29472, 0.09075], [2.00474, 0.98052, 0.05397], [1.55364, -0.32165, 2.25898], [0.50076, 0.47692, -1.75501], [0.18960, -2.37955, 2.19590], [-0.89723, -1.53163, -1.79268], [0.35106, -4.33003, -0.31712], [-1.25406, -3.97365, -0.69802], [-0.81205, -4.12931, 1.03101], [-0.35659, 3.87954, -0.74170], [-1.57809, 4.47010, -0.06650], [0.45464, 3.58331, -0.08038], [-0.53530, 2.94772, -1.28178], [0.03608, 4.54696, -1.50074], [-2.18077, 3.71410, 0.43840], [-2.14487, 5.05773, -0.80388], [-1.39515, 5.22758, 0.69780]], "mulliken_charge": [-1.23, -0.64, -0.28, -0.18, -0.45, -0.62, 0.67, 0.42, 0.34, 0.39, 0.31, 0.33, 0.27, 0.32, 0.35, -0.67, -0.87, 0.24, 0.16, 0.32, 0.28, 0.25, 0.28]}

(3)
{"formula": "C9H14", "method": "wB97M-V/def2-TZVPD", "e_above_lowest_kj_mol": 77.0, "e_homo_ev": -9.12, "charge": 0, "spin_multiplicity": 1, "gap_ev": 10.207, "smiles": "Cc1ccccc1.CC", "elements": ["C", "C", "C", "C", "C", "C", "C", "H", "H", "H", "H", "H", "H", "H", "H", "C", "C", "H", "H", "H", "H", "H", "H"], "coordinates": [[1.99131, 1.49628, -0.62159], [-0.02460, -0.37318, 1.97895], [1.08311, 0.04232, 1.24630], [-1.31071, 0.03769, 1.70591], [0.90130, 1.07702, 0.33066], [-1.51598, 0.84983, 0.62153], [-0.41688, 1.45108, -0.00256], [0.16301, -0.98858, 2.85362], [2.00599, -0.43436, 1.55053], [-2.07938, -0.42428, 2.31727], [-2.48783, 1.13448, 0.24073], [2.84915, 1.96352, -0.14427], [1.63441, 2.10218, -1.46248], [-0.61956, 2.23284, -0.72450], [2.28757, 0.58047, -1.15246], [-1.08232, -1.37365, -1.90133], [0.16836, -2.28947, -1.94916], [-1.95382, -1.97141, -1.59904], [-0.90987, -0.63541, -1.12387], [-1.37374, -1.03055, -2.89846], [-0.15250, -3.31152, -1.82855], [0.81974, -1.94359, -1.13949], [0.80301, -2.17087, -2.82285]], "mulliken_charge": [-1.34, -0.25, -0.62, -0.50, 0.98, -0.49, -0.59, 0.36, 0.39, 0.35, 0.39, 0.35, 0.36, 0.32, 0.26, -0.21, -0.84, 0.29, -0.31, 0.34, 0.29, 0.20, 0.27]}

(4)
{"formula": "C9H14", "method": "wB97M-V/def2-TZVPD", "e_above_lowest_kj_mol": 108.3, "e_homo_ev": -8.98, "charge": 0, "spin_multiplicity": 1, "gap_ev": 9.993, "smiles": "Cc1ccccc1.CC", "elements": ["C", "C", "H", "H", "H", "H", "H", "H", "C", "C", "C", "C", "C", "C", "C", "H", "H", "H", "H", "H", "H", "H", "H"], "coordinates": [[-2.98605, -0.69461, -1.15243], [-4.22838, -1.09760, -0.40871], [-3.03743, 0.26408, -1.77984], [-2.05733, -0.40057, -0.51556], [-2.57225, -1.52779, -1.84143], [-4.53682, -0.38109, 0.34733], [-4.01599, -1.98115, 0.22377], [-4.98772, -1.44864, -1.00440], [3.14956, -1.22916, -0.15585], [0.17827, 1.21379, 0.14138], [0.92368, 0.17356, -0.38113], [0.73353, 2.09284, 1.05146], [2.19186, -0.11434, 0.12181], [2.02036, 1.84397, 1.55102], [2.70624, 0.72804, 1.14830], [-0.78761, 1.50918, -0.32510], [0.54514, -0.49636, -1.21708], [0.17780, 2.97327, 1.37751], [2.53670, 2.65044, 2.11355], [4.20909, -1.01119, 0.24900], [3.27901, -1.41335, -1.28776], [3.70796, 0.60711, 1.51974], [2.85038, -2.26043, 0.22440]], "mulliken_charge": [-0.46, -1.01, 0.28, -0.02, 0.26, 0.31, 0.27, 0.34, -1.06, -0.27, -0.26, -0.52, 0.93, -0.50, -0.48, 0.27, 0.29, 0.36, 0.29, 0.28, 0.29, 0.20, 0.22]}